{"formula": "C58H140F30N8O4P5", "method": "ωB97M-V/def2-TZVPD", "homo_ha": -0.562, "orbital_gap_ev": 10.30, "total_charge": 3, "elements": ["C", "C", "N", "C", "C", "C", "C", "C", "O", "C", "H", "H", "H", "H", "H", "H", "H", "H", "H", "H", "H", "H", "H", "H", "H", "H", "H", "H", "H", "H", "C", "C", "N", "C", "C", "C", "C", "C", "O", "C", "H", "H", "H", "H", "H", "H", "H", "H", "H", "H", "H", "H", "H", "H", "H", "H", "H", "H", "H", "H", "C", "C", "C", "N", "C", "C", "C", "C", "C", "H", "H", "H", "H", "H", "H", "H", "H", "H", "H", "H", "H", "H", "H", "H", "H", "H", "H", "C", "C", "C", "N", "C", "C", "C", "C", "C", "H", "H", "H", "H", "H", "H", "H", "H", "H", "H", "H", "H", "H", "H", "H", "H", "H", "H", "C", "C", "C", "N", "C", "C", "C", "C", "C", "H", "H", "H", "H", "H", "H", "H", "H", "H", "H", "H", "H", "H", "H", "H", "H", "H", "H", "C", "C", "C", "N", "C", "C", "C", "C", "C", "H", "H", "H", "H", "H", "H", "H", "H", "H", "H", "H", "H", "H", "H", "H", "H", "H", "H", "C", "N", "C", "C", "C", "C", "O", "H", "H", "H", "H", "H", "H", "H", "H", "H", "H", "H", "H", "H", "H", "C", "N", "C", "C", "C", "C", "O", "H", "H", "H", "H", "H", "H", "H", "H", "H", "H", "H", "H", "H", "H", "P", "F", "F", "F", "F", "F", "F", "P", "F", "F", "F", "F", "F", "F", "P", "F", "F", "F", "F", "F", "F", "P", "F", "F", "F", "F", "F", "F", "P", "F", "F", "F", "F", "F", "F"], "positions_angstrom": [[-3.884, -5.849, -0.102], [-4.966, -5.800, -1.266], [-5.159, -4.344, -1.964], [-5.768, -3.356, -0.956], [-3.749, -3.792, -2.342], [-3.047, -4.772, -3.314], [-6.122, -4.565, -3.201], [-6.217, -3.294, -4.036], [-6.616, -2.131, -3.333], [-6.842, -1.006, -4.133], [-4.075, -5.158, 0.719], [-2.848, -5.742, -0.423], [-4.043, -6.828, 0.350], [-5.945, -6.104, -0.897], [-4.609, -6.451, -2.064], [-5.718, -2.329, -1.318], [-5.364, -3.482, 0.049], [-6.810, -3.674, -0.923], [-3.256, -3.664, -1.378], [-3.900, -2.795, -2.757], [-3.497, -5.002, -4.280], [-2.765, -5.705, -2.826], [-2.141, -4.214, -3.550], [-7.079, -4.944, -2.841], [-5.728, -5.421, -3.748], [-6.916, -3.433, -4.860], [-5.229, -3.135, -4.469], [-6.878, -0.145, -3.465], [-7.829, -1.024, -4.596], [-6.084, -0.824, -4.895], [-0.176, 1.830, -0.161], [-0.810, 0.547, 0.230], [-0.491, -0.655, -0.725], [0.989, -1.146, -0.531], [-1.454, -1.838, -0.320], [-1.055, -2.596, 0.937], [-0.704, -0.382, -2.262], [-2.154, 0.158, -2.616], [-2.115, 0.443, -4.041], [-1.500, 1.603, -4.443], [-0.374, 2.642, 0.539], [-0.447, 2.234, -1.136], [0.908, 1.731, -0.229], [-1.895, 0.637, 0.177], [-0.401, 0.311, 1.213], [1.550, -0.354, -1.027], [1.138, -2.088, -1.058], [1.201, -1.049, 0.534], [-1.414, -2.504, -1.182], [-2.486, -1.501, -0.231], [-0.780, -1.935, 1.759], [-0.309, -3.338, 0.653], [-1.868, -3.233, 1.288], [-0.370, -1.143, -2.967], [0.105, 0.285, -2.559], [-2.383, 1.071, -2.065], [-2.908, -0.595, -2.386], [-2.101, 2.456, -4.127], [-1.549, 1.622, -5.532], [-0.472, 1.781, -4.128], [5.414, -6.973, 3.911], [4.476, -6.143, 2.934], [5.325, -5.262, 2.019], [4.468, -4.611, 0.996], [3.205, -3.866, 1.585], [3.979, -5.624, -0.031], [3.731, -4.958, -1.361], [4.568, -3.746, -1.274], [5.343, -3.745, 0.046], [4.785, -7.576, 4.567], [5.908, -6.353, 4.659], [6.094, -7.612, 3.347], [3.795, -5.569, 3.563], [3.853, -6.907, 2.470], [6.143, -5.816, 1.557], [5.918, -4.549, 2.591], [2.684, -3.353, 0.776], [3.588, -3.240, 2.390], [2.508, -4.476, 2.160], [3.110, -6.147, 0.368], [4.788, -6.325, -0.237], [2.656, -4.799, -1.445], [4.075, -5.555, -2.206], [3.877, -2.903, -1.259], [5.262, -3.631, -2.107], [5.290, -2.762, 0.514], [6.377, -4.073, -0.053], [-5.017, 5.287, -3.374], [-3.739, 4.926, -4.223], [-3.486, 6.090, -5.140], [-2.394, 5.808, -6.221], [-2.798, 4.643, -7.122], [-1.019, 5.435, -5.609], [0.093, 5.914, -6.628], [-0.629, 6.782, -7.656], [-2.022, 7.029, -7.013], [-4.764, 5.903, -2.511], [-5.296, 4.316, -2.964], [-5.947, 5.645, -3.816], [-3.794, 3.983, -4.767], [-2.876, 4.789, -3.572], [-3.103, 6.867, -4.479], [-4.381, 6.339, -5.710], [-3.673, 5.072, -7.610], [-3.106, 3.777, -6.536], [-2.053, 4.481, -7.901], [-0.921, 4.386, -5.330], [-0.878, 6.202, -4.847], [0.632, 5.123, -7.149], [0.976, 6.323, -6.137], [-0.638, 6.292, -8.629], [-0.123, 7.737, -7.801], [-2.819, 7.371, -7.673], [-2.041, 7.802, -6.245], [7.555, -1.651, -1.541], [7.131, -0.468, -2.413], [5.649, -0.430, -2.829], [4.983, 0.901, -3.376], [4.933, 1.959, -2.231], [3.505, 0.597, -3.838], [3.631, 0.540, -5.386], [4.482, 1.714, -5.667], [5.652, 1.435, -4.689], [8.626, -1.641, -1.338], [7.233, -2.543, -2.078], [7.014, -1.630, -0.595], [7.739, -0.491, -3.318], [7.428, 0.498, -2.006], [4.968, -0.906, -2.124], [5.383, -0.903, -3.774], [4.443, 2.881, -2.544], [5.960, 2.135, -1.911], [4.342, 1.529, -1.422], [2.897, 1.450, -3.539], [3.068, -0.322, -3.446], [2.650, 0.715, -5.828], [3.928, -0.477, -5.642], [3.944, 2.650, -5.511], [4.964, 1.761, -6.644], [6.126, 2.381, -4.425], [6.283, 0.697, -5.184], [-1.665, 5.723, 8.858], [-2.369, 4.960, 7.692], [-1.684, 3.594, 7.319], [-2.397, 2.780, 6.189], [-3.749, 2.369, 6.696], [-1.495, 1.579, 5.738], [-0.652, 2.159, 4.537], [-1.690, 2.989, 3.817], [-2.558, 3.612, 4.855], [-0.618, 5.934, 8.640], [-1.661, 5.145, 9.782], [-2.105, 6.714, 8.972], [-2.329, 5.671, 6.867], [-3.386, 4.811, 8.056], [-1.721, 2.982, 8.220], [-0.667, 3.634, 6.928], [-4.239, 1.743, 5.950], [-4.320, 3.281, 6.869], [-3.643, 1.775, 7.604], [-2.235, 0.833, 5.450], [-0.930, 1.301, 6.628], [-0.253, 1.284, 4.024], [0.296, 2.601, 4.845], [-2.212, 2.342, 3.112], [-1.270, 3.702, 3.108], [-3.545, 3.746, 4.413], [-2.046, 4.565, 4.986], [2.869, 6.248, 1.426], [3.459, 4.895, 1.878], [2.344, 4.100, 2.635], [3.922, 4.034, 0.691], [4.591, 5.163, 2.875], [5.994, 5.518, 2.229], [6.133, 6.723, 1.460], [3.625, 6.721, 0.799], [2.789, 6.842, 2.336], [2.021, 5.927, 0.821], [2.814, 3.175, 2.969], [1.448, 4.148, 2.017], [2.112, 4.679, 3.528], [3.038, 3.562, 0.261], [4.590, 3.275, 1.097], [4.571, 4.618, 0.038], [4.717, 4.187, 3.344], [4.215, 5.788, 3.684], [6.318, 4.618, 1.705], [6.818, 5.697, 2.920], [6.745, 6.640, 0.725], [-3.402, -5.007, 4.728], [-3.028, -3.743, 5.489], [-2.104, -4.140, 6.658], [-2.232, -2.856, 4.480], [-4.368, -3.065, 5.912], [-4.213, -1.903, 6.908], [-5.554, -1.499, 7.283], [-4.119, -5.489, 5.392], [-2.593, -5.734, 4.660], [-3.879, -4.805, 3.769], [-1.740, -3.275, 7.212], [-1.196, -4.527, 6.196], [-2.586, -4.918, 7.250], [-1.228, -3.271, 4.394], [-2.104, -1.866, 4.917], [-2.764, -2.841, 3.528], [-4.906, -3.906, 6.350], [-4.935, -2.742, 5.039], [-3.684, -1.108, 6.383], [-3.675, -2.110, 7.834], [-5.427, -0.719, 7.828], [-4.532, -0.201, 2.146], [-6.136, -0.209, 1.727], [-4.833, -0.613, 3.685], [-4.527, -1.819, 1.863], [-2.952, -0.164, 2.435], [-4.213, 0.073, 0.594], [-4.621, 1.399, 2.550], [-0.231, -6.516, 2.523], [-1.738, -5.980, 2.301], [0.302, -5.814, 1.101], [0.260, -5.053, 3.114], [1.243, -7.190, 2.709], [-0.711, -7.066, 3.967], [-0.634, -7.959, 1.888], [3.895, 0.301, 2.090], [2.969, -0.565, 3.142], [5.131, -0.709, 2.532], [3.642, -0.794, 0.893], [4.926, 1.101, 1.183], [2.598, 1.158, 1.523], [4.264, 1.433, 3.223], [2.105, -3.351, -4.927], [1.521, -1.850, -5.077], [3.187, -3.096, -6.110], [3.275, -2.731, -3.974], [2.649, -4.866, -4.682], [1.015, -3.535, -3.730], [0.910, -3.984, -5.899], [1.227, 4.834, -2.353], [1.639, 4.607, -3.885], [2.717, 5.209, -1.803], [0.808, 6.407, -2.362], [0.855, 4.900, -0.820], [-0.348, 4.412, -2.596], [1.576, 3.229, -2.086]]}

{"formula": "C4H12N2O2", "method": "ωB97M-V/def2-TZVPD", "homo_ha": -0.361, "orbital_gap_ev": 10.63, "smiles": "CC[C@@H](N)C(N)=O.O", "total_charge": 0, "elements": ["C", "C", "C", "N", "C", "N", "O", "H", "H", "H", "H", "H", "H", "H", "H", "H", "H", "O", "H", "H"], "positions_angstrom": [[0.716, 0.847, -2.578], [0.066, 0.041, -1.415], [0.756, 0.588, -0.074], [0.233, 1.896, 0.302], [0.341, -0.180, 1.191], [1.056, 0.053, 2.481], [-0.428, -1.137, 1.166], [0.750, 0.287, -3.418], [1.640, 1.360, -2.380], [-0.005, 1.631, -2.815], [-1.006, 0.064, -1.460], [0.354, -1.037, -1.546], [1.924, 0.804, -0.018], [-0.737, 1.954, 0.528], [0.254, 2.501, -0.515], [1.439, 0.982, 2.776], [0.714, -0.450, 3.217], [-2.289, -2.009, -0.687], [-2.138, -2.939, -0.396], [-1.762, -1.409, -0.025]]}

{"formula": "C46H63BClN6OsSi", "method": "ωB97M-V/def2-TZVPD", "homo_ha": [-0.404, -0.413], "spin_multiplicity": 5, "orbital_gap_ev": [8.11, 6.63], "s2": 6.03, "total_charge": 1, "elements": ["Os", "C", "C", "C", "C", "C", "C", "C", "C", "C", "N", "N", "B", "N", "N", "C", "C", "C", "C", "C", "C", "C", "C", "C", "N", "N", "C", "C", "C", "C", "C", "C", "C", "C", "C", "H", "H", "H", "H", "H", "H", "H", "H", "H", "H", "H", "H", "H", "H", "H", "H", "H", "H", "H", "H", "H", "H", "H", "H", "H", "H", "H", "H", "H", "H", "H", "H", "H", "H", "H", "H", "H", "H", "H", "H", "H", "H", "H", "H", "H", "H", "Cl", "C", "H", "H", "C", "C", "C", "C", "C", "C", "Si", "C", "C", "C", "C", "C", "C", "C", "C", "C", "C", "C", "C", "H", "H", "H", "H", "H", "H", "H", "H", "H", "H", "H", "H", "H", "H", "H"], "positions_angstrom": [[0.028, -0.325, 0.455], [0.759, -3.872, -0.409], [0.551, -3.764, -1.835], [1.775, -4.291, -2.538], [0.007, -2.424, -2.316], [-0.058, -2.129, -3.684], [-0.737, -0.915, -3.751], [-0.839, -0.091, -5.005], [0.302, 1.051, -4.939], [-2.197, 0.356, -5.417], [-0.963, -0.452, -2.509], [-0.496, -1.361, -1.610], [-1.622, 0.844, -2.032], [-2.430, 0.533, -0.683], [-1.806, 1.097, 0.426], [-2.794, 1.344, 1.284], [-4.041, 1.039, 0.789], [-3.765, 0.477, -0.464], [-4.782, -0.057, -1.393], [-5.482, 1.186, -1.986], [-4.144, -0.992, -2.498], [-2.579, 2.081, 2.570], [-1.194, 2.815, 2.524], [-2.770, 1.408, 3.893], [-0.447, 1.824, -1.643], [0.658, 1.384, -0.924], [1.437, 2.514, -0.784], [0.770, 3.625, -1.272], [-0.448, 3.161, -1.814], [-1.496, 4.081, -2.351], [-1.663, 3.996, -3.905], [-2.824, 3.996, -1.632], [2.889, 2.524, -0.298], [3.644, 1.207, -0.361], [2.916, 3.242, 1.078], [1.495, -4.600, -0.068], [-0.162, -4.168, 0.169], [1.186, -2.924, -0.038], [-0.240, -4.481, -2.090], [2.538, -3.987, -1.930], [2.046, -3.905, -3.529], [1.897, -5.350, -2.489], [0.370, -2.717, -4.507], [-0.471, -0.799, -5.774], [0.047, 1.728, -4.084], [0.307, 1.611, -5.902], [1.296, 0.641, -4.725], [-2.672, 0.755, -4.539], [-2.847, -0.370, -5.842], [-2.169, 1.176, -6.147], [-2.193, 1.408, -2.896], [-5.075, 1.194, 1.100], [-5.580, -0.608, -0.794], [-4.842, 1.548, -2.746], [-5.611, 1.921, -1.207], [-6.470, 0.870, -2.409], [-3.489, -0.417, -3.185], [-4.968, -1.437, -3.064], [-3.495, -1.797, -2.138], [-3.400, 2.832, 2.533], [-0.391, 2.127, 2.425], [-0.967, 3.427, 3.345], [-1.115, 3.450, 1.621], [-1.889, 0.867, 4.221], [-3.619, 0.692, 3.858], [-2.960, 2.200, 4.565], [1.090, 4.662, -1.374], [-1.035, 5.047, -2.198], [-1.839, 2.910, -4.194], [-0.770, 4.310, -4.439], [-2.492, 4.639, -4.241], [-3.473, 3.126, -1.973], [-3.451, 4.871, -1.842], [-2.660, 3.980, -0.524], [3.387, 3.211, -1.042], [3.127, 0.366, 0.220], [4.666, 1.221, 0.045], [3.589, 0.741, -1.370], [2.387, 2.558, 1.803], [2.238, 4.090, 1.034], [3.877, 3.662, 1.422], [-2.206, -1.430, 2.694], [-1.403, -1.818, 1.201], [-2.153, -1.821, 0.405], [-1.014, -2.797, 1.309], [-0.492, -3.981, 5.196], [-0.059, -4.496, 3.981], [0.547, -3.725, 3.058], [0.926, -2.370, 3.352], [0.534, -1.901, 4.584], [-0.222, -2.651, 5.467], [1.762, -1.236, 2.163], [2.469, 0.267, 2.981], [3.844, 0.499, 2.992], [4.313, 1.571, 3.720], [3.476, 2.448, 4.411], [2.109, 2.277, 4.305], [1.600, 1.184, 3.633], [3.170, -2.259, 1.457], [3.681, -2.435, 0.119], [4.719, -3.290, -0.144], [5.353, -4.045, 0.864], [4.789, -3.968, 2.104], [3.773, -3.079, 2.404], [-1.070, -4.571, 5.882], [-0.049, -5.607, 3.849], [0.866, -4.191, 2.157], [0.710, -0.862, 4.826], [-0.402, -2.206, 6.415], [4.501, -0.135, 2.452], [5.448, 1.704, 3.746], [3.879, 3.329, 4.890], [1.425, 2.949, 4.729], [0.570, 0.839, 3.671], [3.234, -1.904, -0.696], [5.151, -3.388, -1.150], [6.242, -4.603, 0.611], [5.236, -4.518, 2.928], [3.381, -3.173, 3.407]]}

Relative energy (zero: lowest compared OMol25 entry of this formula, charge and spin) / kJ/mol: 324.07 211.83 341.97